1:
The following is a DFT calculation (ωB97M-V/def2-TZVPD) of a molecular structure, C55H55AsCsF5O3P2S5.

Positions of all 127 atoms, in Å:
1 Cs -1.28650 0.85587 -0.45843
2 C -2.02454 -2.93490 -2.36937
3 C -0.68048 -2.92055 -3.10126
4 S 0.49469 -1.71881 -2.42510
5 C 1.97432 -2.74023 -2.21438
6 C 1.86236 -3.98930 -1.33079
7 S 1.28806 -3.63897 0.35161
8 C -0.03625 -4.85335 0.53378
9 C -1.21399 -4.75817 -0.43560
10 S -1.97026 -3.11563 -0.57315
11 H -2.53598 -1.98637 -2.54428
12 H -2.66145 -3.71801 -2.78639
13 H -0.21129 -3.90783 -3.09137
14 H -0.87765 -2.64504 -4.13570
15 H 2.34022 -3.03296 -3.20078
16 H 2.70213 -2.04706 -1.78440
17 H 1.18628 -4.71880 -1.78082
18 H 2.84514 -4.46144 -1.26813
19 H 0.37780 -5.86375 0.49628
20 H -0.38660 -4.68608 1.55021
21 H -0.91311 -5.05304 -1.44283
22 H -1.98126 -5.46208 -0.10864
23 C -3.31374 1.60088 6.23077
24 C -2.71300 0.35475 6.36808
25 C -2.33268 -0.37183 5.24129
26 C -2.54843 0.14255 3.96636
27 C -3.11643 1.41320 3.83627
28 C -3.50853 2.13054 4.95918
29 As -2.05620 -0.79244 2.28791
30 C -2.00313 -2.59649 3.03498
31 C -0.92859 -3.18136 3.69673
32 C -1.04428 -4.47907 4.18664
33 C -2.22061 -5.19913 3.98326
34 C -3.29285 -4.61642 3.31399
35 C -3.19810 -3.30426 2.85420
36 C -4.27790 -2.54485 2.17555
37 C -5.55209 -3.02494 1.89093
38 C -6.46945 -2.20705 1.24096
39 C -6.11212 -0.91472 0.86585
40 C -4.83767 -0.42847 1.14959
41 C -3.92688 -1.23902 1.81979
42 H -3.61154 2.16395 7.10854
43 H -2.53518 -0.05762 7.35568
44 H -1.85780 -1.33611 5.36567
45 H -3.22455 1.85836 2.84973
46 H -3.94780 3.11571 4.83936
47 H -0.00873 -2.61324 3.81581
48 H -0.20759 -4.93268 4.70780
49 H -2.30297 -6.21793 4.34739
50 H -4.20658 -5.18333 3.16254
51 H -5.83104 -4.03757 2.16289
52 H -7.45907 -2.58458 1.01004
53 H -6.81890 -0.28777 0.33450
54 H -4.55137 0.56467 0.80927
55 O -3.55519 2.15418 -0.47109
56 C -2.96842 3.06694 0.16320
57 O -2.10143 2.89966 1.06276
58 C -3.31911 4.50127 -0.19673
59 C -2.39853 5.52868 -0.01215
60 C -2.73641 6.84106 -0.32786
61 C -4.01455 7.13838 -0.79379
62 C -4.94216 6.11438 -0.96289
63 C -4.58590 4.79898 -0.68837
64 H -1.41677 5.28616 0.38407
65 H -2.00798 7.63353 -0.19785
66 H -4.28460 8.16115 -1.02754
67 H -5.93495 6.33826 -1.33255
68 H -5.28086 3.98182 -0.85291
69 C 3.64082 2.24834 4.28604
70 C 2.99913 3.31921 3.40113
71 P 1.70102 2.59751 2.30092
72 C 1.01776 4.13547 1.49896
73 C 1.16638 5.49275 2.19779
74 C 0.38008 2.16218 3.51260
75 C -0.02604 3.14176 4.61493
76 H 4.41787 2.67220 4.92857
77 H 4.09135 1.45810 3.68292
78 H 2.89749 1.76974 4.93372
79 H 3.74756 3.77308 2.74504
80 H 2.58456 4.12175 4.01516
81 H -0.03857 3.90819 1.33527
82 H 1.47345 4.19192 0.51025
83 H 0.70282 5.49940 3.18802
84 H 0.68718 6.28214 1.60626
85 H 2.21632 5.77216 2.32383
86 H 0.66736 1.19829 3.93884
87 H -0.48560 1.94262 2.88379
88 H 0.83214 3.46815 5.21465
89 H -0.73860 2.65773 5.29374
90 H -0.52118 4.02995 4.20894
91 F 6.13019 -2.01283 3.51454
92 C 4.82938 -1.74672 3.28236
93 C 4.37338 -1.48407 2.00518
94 F 5.25023 -1.50256 0.99033
95 C 3.04754 -1.20957 1.76004
96 F 2.67930 -0.99209 0.48920
97 C 2.04650 -1.19233 2.77262
98 O 0.80664 -1.01571 2.53566
99 C 2.58230 -1.45138 4.06157
100 F 1.73456 -1.44028 5.11232
101 C 3.91236 -1.72191 4.30884
102 F 4.32755 -1.95628 5.56164
103 S -2.71512 -0.40323 -4.83325
104 P -1.71366 1.31120 -4.83798
105 S -0.45564 1.79433 -3.38283
106 C -2.94019 2.66169 -5.06451
107 C -3.72052 2.68553 -6.22225
108 C -4.65628 3.69226 -6.42145
109 C -4.82900 4.68272 -5.45552
110 C -4.06316 4.65849 -4.29848
111 C -3.11783 3.64961 -4.10421
112 C -0.77857 1.46756 -6.42669
113 C -0.14459 2.67537 -6.72718
114 C 0.58792 2.81921 -7.89868
115 C 0.71133 1.74747 -8.78083
116 C 0.08866 0.54228 -8.48633
117 C -0.65991 0.40623 -7.31465
118 H -3.59433 1.90114 -6.96039
119 H -5.25615 3.70354 -7.32472
120 H -5.56043 5.47071 -5.60819
121 H -4.19523 5.42032 -3.53816
122 H -2.51353 3.62374 -3.20333
123 H -0.22222 3.49872 -6.02497
124 H 1.07472 3.76285 -8.12052
125 H 1.29324 1.85511 -9.69087
126 H 0.18289 -0.29722 -9.16860
127 H -1.16129 -0.52530 -7.07313

Properties
LUMO level (eV): 3.494
HOMO (eV): -2.6
Net charge: -2
Frontier orbital gap (eV): 6.14


2:
The following is a DFT calculation (ωB97M-V/def2-TZVPD) of a molecular structure, C55H55AsCsF5O3P2S5.

Positions of all 127 atoms, in Å:
1 Cs -0.58819 0.22002 -1.30350
2 C -1.80736 -1.57333 2.77675
3 C -1.10447 -2.90901 2.53800
4 S -0.16446 -2.96721 0.98962
5 C 1.42476 -3.62644 1.54855
6 C 2.15250 -2.83534 2.63021
7 S 2.43305 -1.10106 2.18343
8 C 1.86435 -0.26379 3.67871
9 C 0.39102 -0.39192 4.06471
10 S -0.80733 -0.06255 2.73767
11 H -2.55346 -1.41023 1.99475
12 H -2.35296 -1.63359 3.72337
13 H -0.42838 -3.13301 3.36258
14 H -1.86076 -3.69787 2.52548
15 H 1.30399 -4.66602 1.86631
16 H 2.02659 -3.64722 0.63791
17 H 1.59513 -2.85464 3.56754
18 H 3.10946 -3.32647 2.82506
19 H 2.47463 -0.57767 4.52945
20 H 2.08890 0.78584 3.48872
21 H 0.17154 -1.38439 4.46353
22 H 0.21385 0.33059 4.86359
23 C 1.74879 -1.22000 -6.79341
24 C 1.19332 -2.35505 -6.21920
25 C 1.27959 -2.55927 -4.84944
26 C 1.93254 -1.63390 -4.04328
27 C 2.47620 -0.49041 -4.61895
28 C 2.38734 -0.28707 -5.98957
29 As 1.99755 -1.84399 -2.09279
30 C 2.15785 -3.77790 -1.99362
31 C 1.10702 -4.68547 -1.99416
32 C 1.37634 -6.03499 -1.80314
33 C 2.68200 -6.46599 -1.59408
34 C 3.73052 -5.55694 -1.57096
35 C 3.47412 -4.20312 -1.77079
36 C 4.47175 -3.11442 -1.73166
37 C 5.84013 -3.26418 -1.52489
38 C 6.65635 -2.14337 -1.48843
39 C 6.11603 -0.87132 -1.64178
40 C 4.75059 -0.71235 -1.83764
41 C 3.93474 -1.83233 -1.90002
42 H 1.66764 -1.05479 -7.86137
43 H 0.67400 -3.07893 -6.83648
44 H 0.81592 -3.43097 -4.40723
45 H 2.93478 0.26587 -3.99449
46 H 2.80203 0.61604 -6.42157
47 H 0.09222 -4.32237 -2.12132
48 H 0.56339 -6.75115 -1.80117
49 H 2.88298 -7.51939 -1.43642
50 H 4.74110 -5.90441 -1.38974
51 H 6.27165 -4.24927 -1.38888
52 H 7.72132 -2.26005 -1.32615
53 H 6.75997 -0.00148 -1.59353
54 H 4.31342 0.27632 -1.92617
55 O -0.21022 2.58902 -2.93370
56 C 1.02620 2.40243 -2.87997
57 O 1.62659 1.46120 -2.30666
58 C 1.90471 3.41762 -3.61176
59 C 3.28629 3.39384 -3.46238
60 C 4.08459 4.30653 -4.13779
61 C 3.50489 5.24778 -4.97868
62 C 2.12456 5.27538 -5.13369
63 C 1.33008 4.36718 -4.44837
64 H 3.71422 2.65017 -2.80219
65 H 5.16041 4.28540 -4.00770
66 H 4.12664 5.95939 -5.50983
67 H 1.66847 6.00820 -5.78962
68 H 0.25188 4.36901 -4.54458
69 C -4.61427 3.85570 -3.41165
70 C -3.73492 2.70548 -2.93190
71 P -3.12480 2.75952 -1.19057
72 C -4.71016 2.96795 -0.24607
73 C -4.54571 2.63056 1.23591
74 C -2.39522 4.45413 -1.13588
75 C -1.50774 4.68139 0.08710
76 H -4.94019 3.69520 -4.44216
77 H -4.07431 4.80303 -3.37922
78 H -5.50948 3.96209 -2.79458
79 H -2.82864 2.62963 -3.54025
80 H -4.25617 1.74980 -3.04841
81 H -5.43927 2.28773 -0.69841
82 H -5.10468 3.98247 -0.36669
83 H -4.22595 1.59497 1.36368
84 H -5.48163 2.76816 1.78329
85 H -3.78725 3.25341 1.70963
86 H -3.18603 5.20972 -1.19606
87 H -1.78469 4.53137 -2.04016
88 H -2.06016 4.58695 1.02330
89 H -1.06200 5.67880 0.07051
90 H -0.69343 3.95884 0.12374
91 F -6.11041 -2.14584 -4.54115
92 C -4.83939 -2.15625 -4.07572
93 C -3.88615 -1.29588 -4.59366
94 F -4.24142 -0.44530 -5.57528
95 C -2.58987 -1.30441 -4.12259
96 F -1.70221 -0.45311 -4.67104
97 C -2.13751 -2.18637 -3.09985
98 O -0.94547 -2.20099 -2.66320
99 C -3.16178 -3.03979 -2.60188
100 F -2.84544 -3.92199 -1.63011
101 C -4.45777 -3.02942 -3.07179
102 F -5.37082 -3.87619 -2.55471
103 S 1.62982 3.21301 5.31550
104 P 2.01489 3.70078 3.42485
105 S 1.17360 2.71265 1.93589
106 C 3.84356 3.66628 3.19640
107 C 4.66169 4.36346 4.08378
108 C 6.03814 4.34608 3.93213
109 C 6.61525 3.61746 2.89658
110 C 5.80708 2.91530 2.01654
111 C 4.42409 2.94526 2.16163
112 C 1.69029 5.49395 3.16380
113 C 1.93159 6.04317 1.90510
114 C 1.67412 7.38222 1.66239
115 C 1.16106 8.18686 2.67460
116 C 0.91309 7.64388 3.92580
117 C 1.18007 6.30089 4.17055
118 H 4.20644 4.90568 4.90465
119 H 6.66577 4.89361 4.62599
120 H 7.69295 3.59672 2.78164
121 H 6.24816 2.33890 1.21188
122 H 3.77905 2.40707 1.47641
123 H 2.29877 5.40384 1.11031
124 H 1.86035 7.79665 0.67878
125 H 0.94925 9.23241 2.48219
126 H 0.50543 8.26476 4.71552
127 H 0.99227 5.85736 5.14129

Properties
LUMO level (eV): 3.459
HOMO (eV): -3.1
Net charge: -2
Frontier orbital gap (eV): 6.53


Which structure loses on stability? 1 does.


1:
The following is a DFT calculation (ωB97M-V/def2-TZVPD) of C6H11NS in the gas phase.

Positions of all 19 atoms, in Å:
1 C 1.24884 -1.51193 0.45043
2 C 0.01599 -0.81702 -0.18284
3 C 0.44606 -0.24382 -1.53002
4 N 1.37045 0.86626 -1.22046
5 C 1.07596 1.19159 0.27859
6 C -0.28245 0.53564 0.36082
7 C -1.36948 1.41487 -0.19273
8 S -1.29461 -0.81255 1.08262
9 H 1.26787 -1.36746 1.52444
10 H 2.18475 -1.05057 0.06876
11 H 1.11471 -2.60565 0.18936
12 H -0.41991 0.05728 -2.20030
13 H 1.10996 -0.83923 -2.20741
14 H 1.01506 1.75153 -1.77945
15 H 1.88575 0.66066 0.95646
16 H 1.05031 2.26254 0.40736
17 H -2.15674 0.66511 -0.50852
18 H -1.80842 1.92985 0.62587
19 H -0.93231 2.05697 -0.96078

Properties
LUMO level (eV): 0.618
SMILES: C[C@@]12CNC[C@]1(C)S2
HOMO (eV): -8.7
Net charge: 0
Frontier orbital gap (eV): 9.36


2:
The following is a DFT calculation (ωB97M-V/def2-TZVPD) of a molecular structure, C6H11NS.

Positions of all 19 atoms, in Å:
1 C -1.93570 0.17744 0.80156
2 C -0.49031 -0.64422 -0.74280
3 C 0.56570 -1.03787 0.53042
4 C 0.99760 0.38955 0.87095
5 C 0.31368 1.04188 -0.34850
6 C 0.50099 0.10693 -1.63283
7 H -1.41036 0.57701 1.91098
8 H -2.26988 -1.22787 0.62349
9 H -3.23846 0.95176 0.69118
10 H -1.12332 -1.47974 -1.19888
11 H 1.21379 -1.93239 0.02009
12 H -0.02508 -1.72292 1.16654
13 H 0.43739 0.83924 1.84710
14 H 3.11626 0.46535 -0.31330
15 H 0.29189 2.06254 -0.55011
16 H -0.11555 0.52049 -2.54185
17 H 1.57728 -0.28119 -1.68527
18 N -1.05361 0.38133 -0.40332
19 S 2.64769 0.81270 0.95456

Properties
LUMO level (eV): 0.643
HOMO (eV): -8.3
Net charge: 0
Frontier orbital gap (eV): 8.96


Which structure loses on stability? 2 does.


1:
The following is a DFT calculation (ωB97M-V/def2-TZVPD) of 2 unconnected molecules or ions with the total composition C6H11NS.

Positions of all 19 atoms, in Å:
1 C -0.66779 -2.95574 -1.18391
2 C -1.04984 -1.64748 -0.44434
3 C -1.10594 -0.50146 -1.06119
4 S -1.64944 1.01215 -0.27510
5 C -1.76358 0.52340 1.43372
6 H -1.36070 -3.17968 -2.01447
7 H -0.50263 -3.73422 -0.41273
8 H 0.13564 -2.75919 -1.78464
9 H -0.97921 -1.68769 0.57632
10 H -1.05762 -0.38002 -2.16261
11 H -2.17841 -0.47625 1.58042
12 H -2.28769 1.32464 1.79868
13 H -0.68411 0.35419 1.74709
14 C 2.83537 2.72926 0.19888
15 C 2.07510 1.54864 0.60860
16 N 1.43837 0.70705 1.09961
17 H 2.03194 3.42227 -0.00920
18 H 3.28663 2.55216 -0.70382
19 H 3.48391 3.14797 1.00869

Properties
LUMO level (eV): 0.700
SMILES: C/C=C/SC.CC#N
HOMO (eV): -7.7
Net charge: 0
Frontier orbital gap (eV): 8.39


2:
The following is a DFT calculation (ωB97M-V/def2-TZVPD) of 2 unconnected molecules or ions with the total composition C6H11NS.

Positions of all 19 atoms, in Å:
1 C 0.32823 0.63381 -1.05695
2 C -1.13349 0.20919 0.72191
3 C -1.83449 -0.08995 -0.66915
4 C 0.34834 0.16522 0.38443
5 C 1.31617 0.93535 1.28294
6 C 0.95932 -1.23835 0.32197
7 N -0.83029 0.52642 -1.57308
8 S 1.54757 -0.50357 -3.24172
9 H -1.49056 1.20838 0.99769
10 H -1.62371 -0.36601 1.39477
11 H -1.98020 -1.15753 -0.66351
12 H -2.79724 0.55919 -0.72132
13 H 1.42050 0.46003 2.33594
14 H 1.14870 1.94900 1.37850
15 H 2.33770 0.81958 0.84736
16 H 0.15810 -1.98260 0.23335
17 H 1.56851 -1.51330 1.08431
18 H 1.60954 -1.16353 -0.50689
19 H -1.05270 0.54867 -2.55055

Properties
LUMO level (spin up / spin down) (eV): -1.261 / -1.357
HOMO (spin up / spin down) (eV): -8.3 / -8.4
Net charge: 0
Frontier orbital gap (spin up / spin down) (eV): 7.05 / 7.04


3:
The following is a DFT calculation (ωB97M-V/def2-TZVPD) of 2 unconnected molecules or ions with the total composition C6H11NS.

Positions of all 19 atoms, in Å:
1 C 0.98156 -0.85777 2.58114
2 C 1.12747 -0.06280 1.34473
3 C 0.82948 -0.61801 0.16899
4 S 1.15372 -0.01331 -1.42051
5 C 2.22934 1.50088 -1.14643
6 H 0.52190 -0.41901 3.43312
7 H 2.04476 -1.26571 2.80793
8 H 0.33027 -1.78605 2.44374
9 H 1.60893 0.77586 1.56373
10 H 0.56249 -1.64371 0.13346
11 H 3.24387 1.12295 -0.95679
12 H 1.83826 2.01014 -0.27066
13 H 2.20867 1.97726 -2.18112
14 C -0.34714 3.22584 -0.83834
15 C -1.05060 2.05258 -0.36261
16 N -1.57147 1.06202 -0.12654
17 H 0.69400 2.95411 -0.45730
18 H -0.64839 4.20527 -0.51896
19 H -0.20769 3.14857 -1.90589

Properties
LUMO level (eV): 0.662
SMILES: C/C=C/SC.CC#N
HOMO (eV): -7.9
Net charge: 0
Frontier orbital gap (eV): 8.60


Which structure loses on stability? 2 does.